## one
Here is the ion C5H12N with charge +1 from OMol25. Energies are from wB97M-V/def2-TZVPD.

Bonds (Å) are listed after each position.
Element x y z (Å)
1 C 1.9375 2.1433 -0.2096  N2 1.254, H7 1.093, H8 1.080
2 N 1.6490 1.0052 0.2306  C1 1.254, C3 1.568, H9 1.014
3 C 0.8105 -0.0845 -0.5226  N2 1.568, C4 1.508, H10 1.084, H11 1.087
4 C -0.6574 0.2471 -0.6173  C3 1.508, C5 1.545, H12 1.093, H13 1.092
5 C -1.6469 -0.4115 0.3694  C4 1.545, C6 1.512, H14 1.085, H15 1.112
6 C -1.2939 -1.8600 0.6240  C5 1.512, H16 1.089, H17 1.090, H18 1.105
7 H 2.6744 2.8327 0.2096  C1 1.093
8 H 1.6200 2.5163 -1.1717  C1 1.080
9 H 2.0343 0.5634 1.0579  N2 1.014
10 H 1.0075 -0.8935 0.1720  C3 1.084
11 H 1.3441 -0.3976 -1.4168  C3 1.087
12 H -1.0218 0.0008 -1.6179  C4 1.093
13 H -0.7751 1.3329 -0.6440  C4 1.092
14 H -2.6657 -0.3702 -0.0007  C5 1.085
15 H -1.6045 0.1628 1.3205  C5 1.112
16 H -1.9248 -2.3087 1.3902  C6 1.089
17 H -1.1643 -2.4344 -0.2931  C6 1.090
18 H -0.3231 -2.0440 1.1195  C6 1.105

Results
HOMO-LUMO gap ... 9.879 eV
Highest occupied orbital energy ... -15.0 eV
Charge ... +1
M ... 86.16 Da
SMILES ... C=[NH+]CCCC

Which charges does Mulliken predict for the atoms? In e, they are: atom 1 (C): -0.104, atom 2 (N): -0.035, atom 3 (C): -0.600, atom 4 (C): -0.619, atom 5 (C): -0.321, atom 6 (C): -1.264, atom 7 (H): 0.291, atom 8 (H): 0.293, atom 9 (H): 0.307, atom 10 (H): 0.313, atom 11 (H): 0.324, atom 12 (H): 0.379, atom 13 (H): 0.428, atom 14 (H): 0.315, atom 15 (H): 0.245, atom 16 (H): 0.364, atom 17 (H): 0.363, atom 18 (H): 0.320

---

## two
Here is the ion C5H12N with charge +1 from OMol25. Energies are from wB97M-V/def2-TZVPD.

Bonds (Å) are listed after each position.
Element x y z (Å)
1 C -1.6739 -1.0831 0.5503  C2 1.330, H7 1.088, H8 1.080
2 C -0.3924 -0.9042 0.2426  C1 1.330, N3 1.533, C4 1.508
3 N 0.5498 -1.2752 1.3935  C2 1.533, H9 1.023, H10 1.021, H11 1.018
4 C 0.4527 -0.4453 -0.9192  C2 1.508, C5 1.536, H12 1.099, H13 1.096
5 C 0.7041 1.0613 -1.0836  C4 1.536, C6 1.554, H14 1.098, H15 1.107
6 C -0.2209 2.0051 -0.2656  C5 1.554, H16 1.088, H17 1.074, H18 1.088
7 H -1.9447 -1.1730 1.5999  C1 1.088
8 H -2.4397 -1.2823 -0.1851  C1 1.080
9 H 0.2368 -0.8689 2.2789  N3 1.023
10 H 0.5284 -2.2939 1.4604  N3 1.021
11 H 1.5160 -1.0369 1.1792  N3 1.018
12 H 1.4216 -0.9587 -0.8474  C4 1.099
13 H 0.1762 -0.8510 -1.8989  C4 1.096
14 H 0.6200 1.3592 -2.1374  C5 1.098
15 H 1.7948 1.2328 -0.9990  C5 1.107
16 H 0.2427 2.9851 -0.3598  C6 1.088
17 H -1.1824 1.9311 -0.7386  C6 1.074
18 H -0.3890 1.5981 0.7298  C6 1.088

Results
HOMO-LUMO gap ... 10.993 eV
Highest occupied orbital energy ... -14.7 eV
Charge ... +1
M ... 86.16 Da
SMILES ... C=C([NH3+])CCC

Which charges does Mulliken predict for the atoms? In e, they are: atom 1 (C): -0.647, atom 2 (C): 0.309, atom 3 (N): -0.309, atom 4 (C): -0.956, atom 5 (C): -0.476, atom 6 (C): -1.099, atom 7 (H): 0.239, atom 8 (H): 0.305, atom 9 (H): 0.369, atom 10 (H): 0.338, atom 11 (H): 0.372, atom 12 (H): 0.386, atom 13 (H): 0.440, atom 14 (H): 0.338, atom 15 (H): 0.375, atom 16 (H): 0.366, atom 17 (H): 0.324, atom 18 (H): 0.327

---

## three
Here is the ion C5H12N with charge +1 from OMol25. Energies are from wB97M-V/def2-TZVPD.

Bonds (Å) are listed after each position.
Element x y z (Å)
1 C -0.9093 1.3436 0.0927  C2 1.504, H7 1.198, H8 1.075, H9 1.117
2 C -0.4161 -0.0740 0.0032  C1 1.504, C3 1.486, C4 1.854, N6 1.574
3 C -1.5108 -1.0780 -0.0231  C2 1.486, H10 1.143, H11 1.064, H12 1.129
4 C 1.0984 -0.1481 1.0694  C2 1.854, C5 1.521, H13 1.016, H14 1.142
5 C 1.7699 0.2884 -0.2231  C4 1.521, N6 1.461, H15 1.121, H16 1.067
6 N 0.7205 -0.2808 -1.0661  C2 1.574, C5 1.461, H17 1.031, H18 1.122
7 H -1.3156 1.5365 1.2029  C1 1.198
8 H -1.6903 1.6090 -0.5959  C1 1.075
9 H 0.0267 1.9358 -0.0483  C1 1.117
10 H -2.3579 -0.9305 -0.7759  C3 1.143
11 H -2.0026 -1.0949 0.9206  C3 1.064
12 H -1.2198 -2.1688 -0.0117  C3 1.129
13 H 1.2458 -1.1411 1.2238  C4 1.016
14 H 0.9143 0.3622 2.0747  C4 1.142
15 H 1.7078 1.3822 -0.4613  C5 1.121
16 H 2.7225 -0.1862 -0.2981  C5 1.067
17 H 0.5438 0.0459 -2.0274  N6 1.031
18 H 0.6727 -1.4013 -1.0564  N6 1.122

Results
HOMO-LUMO gap ... 11.641 eV
Highest occupied orbital energy ... -15.0 eV
Charge ... +1
M ... 86.16 Da
SMILES ... CC1(C)CC[NH2+]1

Which charges does Mulliken predict for the atoms? In e, they are: atom 1 (C): -1.148, atom 2 (C): 0.501, atom 3 (C): -1.372, atom 4 (C): -0.446, atom 5 (C): -0.542, atom 6 (N): -0.188, atom 7 (H): 0.326, atom 8 (H): 0.417, atom 9 (H): 0.234, atom 10 (H): 0.334, atom 11 (H): 0.391, atom 12 (H): 0.388, atom 13 (H): 0.389, atom 14 (H): 0.298, atom 15 (H): 0.298, atom 16 (H): 0.367, atom 17 (H): 0.330, atom 18 (H): 0.426

---

Here are the energies relative to the best structure, in eV: one 0.000; two 0.142; three 0.871.

---

## one
Here is the ion C5H12N with charge +1 from OMol25. Energies are from wB97M-V/def2-TZVPD.

Bonds (Å) are listed after each position.
Element x y z (Å)
1 C 1.4889 0.4619 1.9988  C2 1.505, H7 1.152, H8 1.111, H9 1.154
2 C 0.3459 0.8121 1.0842  C1 1.505, C3 1.335, H10 1.070
3 C -0.3906 -0.2538 0.7614  C2 1.335, C4 1.519, H11 1.083
4 C -1.5002 -0.2082 -0.2749  C3 1.519, C5 1.592, H12 1.139, H13 1.070
5 C -0.8098 -0.7817 -1.5903  C4 1.592, N6 1.584, H14 1.123, H15 1.100
6 N 0.5369 0.0476 -1.6842  C5 1.584, H16 1.074, H17 0.935, H18 1.019
7 H 1.4063 0.9675 3.0309  C1 1.152
8 H 2.4440 0.7652 1.5192  C1 1.111
9 H 1.3626 -0.6538 2.2673  C1 1.154
10 H 0.0917 1.8499 1.0302  C2 1.070
11 H -0.2809 -1.1927 1.2895  C3 1.083
12 H -2.2683 -0.9302 0.1566  C4 1.139
13 H -2.0183 0.7259 -0.3309  C4 1.070
14 H -1.3651 -0.6316 -2.5548  C5 1.123
15 H -0.5920 -1.8518 -1.4617  C5 1.100
16 H 1.1295 -0.3072 -0.8615  N6 1.074
17 H 0.5269 0.9806 -1.6239  N6 0.935
18 H 1.0001 -0.2370 -2.5467  N6 1.019

Results
HOMO-LUMO gap ... 10.299 eV
Highest occupied orbital energy ... -13.7 eV
Charge ... +1
M ... 86.16 Da
SMILES ... C/C=C/CC[NH3+]

Which charges does Mulliken predict for the atoms? In e, they are: atom 1 (C): -0.990, atom 2 (C): -0.051, atom 3 (C): -0.476, atom 4 (C): -0.681, atom 5 (C): -0.516, atom 6 (N): -0.324, atom 7 (H): 0.331, atom 8 (H): 0.277, atom 9 (H): 0.259, atom 10 (H): 0.462, atom 11 (H): 0.296, atom 12 (H): 0.325, atom 13 (H): 0.340, atom 14 (H): 0.340, atom 15 (H): 0.336, atom 16 (H): 0.437, atom 17 (H): 0.260, atom 18 (H): 0.375

---

## two
Here is the ion C5H12N with charge +1 from OMol25. Energies are from wB97M-V/def2-TZVPD.

Bonds (Å) are listed after each position.
Element x y z (Å)
1 C -1.8250 -2.1696 1.0878  C2 1.354, H7 1.113, H8 1.116
2 C -1.2261 -1.1706 0.3975  C1 1.354, C3 1.508, H9 1.085
3 C 0.2675 -0.9836 0.3079  C2 1.508, C4 1.615, H10 1.129, H11 1.092
4 C 0.5668 0.5345 0.7718  C3 1.615, C5 1.538, H12 1.149, H13 1.102
5 C 0.2340 1.5872 -0.2984  C4 1.538, N6 1.601, H14 1.146, H15 1.077
6 N 1.2972 1.4534 -1.4880  C5 1.601, H16 1.008, H17 1.038, H18 1.124
7 H -1.3053 -2.9622 1.6715  C1 1.113
8 H -2.9369 -2.2364 1.0228  C1 1.116
9 H -1.7810 -0.4994 -0.2492  C2 1.085
10 H 0.5112 -1.0551 -0.7922  C3 1.129
11 H 0.7728 -1.7194 0.9376  C3 1.092
12 H -0.2747 0.6212 1.5494  C4 1.149
13 H 1.5909 0.5432 1.1789  C4 1.102
14 H -0.7705 1.2834 -0.7597  C5 1.146
15 H 0.3401 2.6323 -0.0623  C5 1.077
16 H 2.1521 1.1408 -1.0549  N6 1.008
17 H 1.4990 2.3188 -2.0250  N6 1.038
18 H 0.8879 0.6814 -2.1955  N6 1.124

Results
HOMO-LUMO gap ... 9.150 eV
Highest occupied orbital energy ... -13.1 eV
Charge ... +1
M ... 86.16 Da
SMILES ... C=CCCC[NH3+]

Which charges does Mulliken predict for the atoms? In e, they are: atom 1 (C): -0.824, atom 2 (C): -0.051, atom 3 (C): -0.284, atom 4 (C): -0.593, atom 5 (C): -0.497, atom 6 (N): -0.421, atom 7 (H): 0.272, atom 8 (H): 0.245, atom 9 (H): 0.175, atom 10 (H): 0.150, atom 11 (H): 0.379, atom 12 (H): 0.390, atom 13 (H): 0.330, atom 14 (H): 0.266, atom 15 (H): 0.359, atom 16 (H): 0.330, atom 17 (H): 0.365, atom 18 (H): 0.411

---

Here are the energies relative to the best structure, in eV: one 0.137; two 0.000.

---

## one
Here is an isolated molecule of C3H9BrOSi from OMol25. Energies are from wB97M-V/def2-TZVPD.

Bonds (Å) are listed after each position.
Element x y z (Å)
1 C -0.6982 -0.8538 -1.8486  Si2 1.843, H7 1.143, H8 1.138, H9 1.104
2 Si -0.6124 -0.2717 -0.1017  C1 1.843, C3 1.884, O4 1.721, H10 1.455
3 C 0.4980 -1.4700 0.8376  Si2 1.884, H11 1.084, H12 1.115, H13 1.126
4 O 0.2635 1.2061 -0.2062  Si2 1.721, C5 1.424
5 C 0.7327 2.1361 0.7653  O4 1.424, Br6 1.953, H14 1.122, H15 1.027
6 Br -0.3961 2.3381 2.3465  C5 1.953
7 H 0.1823 -1.0483 -2.5511  C1 1.143
8 H -1.0286 -1.9328 -1.6996  C1 1.138
9 H -1.5638 -0.3242 -2.2843  C1 1.104
10 H -1.9278 0.3116 0.1140  Si2 1.455
11 H 0.5532 -1.2248 1.8923  C3 1.084
12 H 0.0235 -2.4735 0.7348  C3 1.115
13 H 1.5596 -1.4545 0.4613  C3 1.126
14 H 0.7760 3.1832 0.3637  C5 1.122
15 H 1.6382 1.8785 1.1761  C5 1.027

Results
HOMO-LUMO gap ... 10.805 eV
Highest occupied orbital energy ... -10.0 eV
Charge ... 0
M ... 169.09 Da
SMILES ... C[SiH](C)OCBr

Which charges does Mulliken predict for the atoms? In e, they are: atom 1 (C): -0.936, atom 2 (Si): 0.514, atom 3 (C): -0.945, atom 4 (O): -0.310, atom 5 (C): -0.333, atom 6 (Br): -0.192, atom 7 (H): 0.330, atom 8 (H): 0.257, atom 9 (H): 0.253, atom 10 (H): -0.149, atom 11 (H): 0.309, atom 12 (H): 0.303, atom 13 (H): 0.288, atom 14 (H): 0.287, atom 15 (H): 0.324

---

## two
Here is a cluster of 2 separate species, C3H9BrOSi in total from OMol25. Energies are from wB97M-V/def2-TZVPD.

Bonds (Å) are listed after each position.
Element x y z (Å)
1 C 0.2581 0.5837 1.0856  O4 1.411, H7 1.069, H8 1.231, H9 1.102
2 C 2.9862 1.2370 -0.0497  H10 1.082, H11 1.145, H12 1.069
3 C -2.1242 -1.9262 -1.1019  Si5 1.814, H13 1.119, H14 1.096, H15 1.102
4 O -0.2558 -0.2526 0.0720  C1 1.411, Si5 1.655
5 Si -1.6223 -0.2002 -0.8602  C3 1.814, O4 1.655, Br6 2.279
6 Br -3.0804 1.2119 0.1760  Si5 2.279
7 H -0.3532 1.4096 1.3788  C1 1.069
8 H 1.3226 1.0176 0.6449  C1 1.231
9 H 0.5612 0.0916 2.0242  C1 1.102
10 H 2.9095 2.3166 -0.0458  C2 1.082
11 H 3.6997 1.0169 0.8182  C2 1.145
12 H 2.7975 0.5481 -0.8448  C2 1.069
13 H -1.7649 -2.5627 -0.2550  C3 1.119
14 H -3.2158 -1.9671 -1.0149  C3 1.096
15 H -2.1184 -2.5242 -2.0275  C3 1.102

Results
HOMO-LUMO gap (spin up / spin down) ... 7.654 / 7.397 eV
Highest occupied orbital energy (spin up / spin down) ... -8.3 / -7.4 eV
Charge ... 0
M ... 169.09 Da

Which charges does Mulliken predict for the atoms? In e, they are: atom 1 (C): -0.346, atom 2 (C): -1.091, atom 3 (C): -0.940, atom 4 (O): -0.081, atom 5 (Si): 0.106, atom 6 (Br): -0.255, atom 7 (H): 0.311, atom 8 (H): 0.035, atom 9 (H): 0.260, atom 10 (H): 0.343, atom 11 (H): 0.272, atom 12 (H): 0.386, atom 13 (H): 0.314, atom 14 (H): 0.323, atom 15 (H): 0.362

---

Here are the energies relative to the best structure, in eV: one 0.000; two 2.705.